Computed, not measured: 21 unconnected molecules or ions with the total composition C84H147N21 in a non-equilibrium geometry, with ωB97M-V/def2-TZVPD.

XYZ file:
```
252
Properties=species:S:1:pos:R:3
C 5.014 3.135 2.502
C 6.062 4.040 3.146
C 7.416 3.278 3.554
C 8.460 4.202 4.030
N 9.293 4.934 4.390
H 4.735 2.334 3.187
H 5.358 2.661 1.582
H 4.151 3.693 2.139
H 5.617 4.567 3.990
H 6.285 4.854 2.455
H 7.845 2.785 2.681
H 7.191 2.505 4.289
C 1.350 -2.107 -4.010
C 0.917 -0.755 -3.507
C -0.213 -0.148 -4.374
C -1.379 -1.043 -4.565
N -2.203 -1.860 -4.681
H 1.572 -2.046 -5.075
H 0.559 -2.853 -3.921
H 2.268 -2.448 -3.531
H 1.670 0.029 -3.435
H 0.613 -0.910 -2.472
H 0.148 0.197 -5.343
H -0.624 0.741 -3.896
C 3.855 -4.543 -1.801
C 4.804 -3.386 -2.142
C 6.187 -3.877 -2.672
C 7.003 -4.548 -1.688
N 7.631 -5.111 -0.883
H 3.505 -5.120 -2.657
H 2.962 -4.095 -1.365
H 4.252 -5.269 -1.092
H 4.994 -2.771 -1.263
H 4.326 -2.714 -2.855
H 6.821 -3.047 -2.985
H 6.044 -4.503 -3.553
C 1.428 -2.422 6.040
C 1.176 -2.890 4.642
C 2.244 -2.518 3.602
C 2.630 -1.077 3.478
N 2.944 0.044 3.448
H 1.387 -1.334 6.071
H 2.441 -2.716 6.315
H 0.745 -2.884 6.753
H 0.229 -2.470 4.305
H 0.909 -3.945 4.710
H 1.902 -2.872 2.629
H 3.143 -3.097 3.810
C 2.364 -8.953 0.610
C 2.901 -7.509 0.432
C 1.907 -6.559 1.076
C 1.902 -6.544 2.575
N 1.977 -6.646 3.757
H 2.702 -9.218 1.612
H 2.807 -9.739 -0.002
H 1.275 -8.990 0.583
H 3.014 -7.283 -0.628
H 3.891 -7.369 0.866
H 0.914 -6.859 0.742
H 1.977 -5.512 0.780
C 1.747 4.099 0.793
C 0.346 4.403 0.357
C 0.314 4.801 -1.114
C 0.526 3.674 -1.973
N 0.696 2.727 -2.651
H 2.460 4.923 0.783
H 2.233 3.278 0.265
H 1.676 3.678 1.796
H -0.081 5.209 0.955
H -0.227 3.489 0.516
H 1.102 5.496 -1.405
H -0.631 5.286 -1.357
C -1.119 1.202 5.161
C 0.333 1.609 5.181
C 0.591 2.797 4.214
C -0.209 3.983 4.479
N -0.869 4.931 4.655
H -1.263 0.678 4.216
H -1.836 2.023 5.200
H -1.393 0.563 6.000
H 0.969 0.738 5.021
H 0.666 1.837 6.194
H 0.413 2.429 3.203
H 1.666 2.964 4.281
C -7.242 1.891 0.173
C -6.668 1.130 1.338
C -7.598 1.244 2.531
C -7.525 2.588 3.169
N -7.466 3.641 3.691
H -7.395 2.951 0.377
H -8.131 1.371 -0.184
H -6.553 1.963 -0.669
H -5.651 1.498 1.473
H -6.629 0.085 1.031
H -7.294 0.515 3.282
H -8.634 1.018 2.278
C 3.769 0.487 -0.735
C 4.133 1.688 -1.632
C 5.158 1.244 -2.709
C 4.685 0.276 -3.627
N 4.280 -0.509 -4.404
H 4.636 0.060 -0.231
H 3.190 -0.267 -1.269
H 3.155 0.799 0.110
H 4.577 2.474 -1.022
H 3.266 2.098 -2.150
H 6.082 0.827 -2.308
H 5.404 2.065 -3.381
C -1.320 -6.849 5.003
C -1.619 -7.439 3.592
C -2.388 -6.442 2.674
C -1.646 -5.159 2.399
N -1.009 -4.184 2.194
H -0.664 -7.456 5.627
H -2.250 -6.585 5.507
H -0.727 -5.941 4.897
H -2.155 -8.385 3.666
H -0.689 -7.736 3.106
H -3.325 -6.081 3.098
H -2.655 -6.933 1.738
C -6.061 -1.949 -1.375
C -6.565 -3.169 -2.140
C -5.973 -3.352 -3.587
C -6.205 -2.310 -4.592
N -6.417 -1.479 -5.342
H -6.321 -2.068 -0.323
H -6.477 -1.011 -1.743
H -4.989 -1.821 -1.524
H -7.655 -3.157 -2.141
H -6.299 -4.060 -1.573
H -6.250 -4.362 -3.889
H -4.886 -3.274 -3.612
C -0.893 6.283 -6.127
C -1.595 5.455 -5.064
C -2.230 6.259 -3.943
C -3.131 7.319 -4.347
N -3.870 8.157 -4.590
H -0.220 7.048 -5.740
H -1.659 6.814 -6.693
H -0.343 5.653 -6.826
H -0.912 4.740 -4.606
H -2.436 4.905 -5.489
H -1.471 6.814 -3.391
H -2.775 5.622 -3.247
C -3.553 5.507 0.986
C -4.533 5.554 2.171
C -4.082 4.728 3.388
C -3.540 3.414 3.063
N -3.064 2.390 2.766
H -2.514 5.683 1.262
H -3.713 6.365 0.333
H -3.581 4.593 0.392
H -5.462 5.134 1.786
H -4.651 6.602 2.443
H -4.912 4.689 4.093
H -3.306 5.294 3.904
C 7.507 -6.309 2.789
C 6.498 -5.839 3.913
C 4.996 -6.000 3.595
C 4.638 -5.076 2.520
N 4.374 -4.347 1.664
H 7.403 -5.810 1.826
H 7.484 -7.387 2.627
H 8.524 -6.088 3.113
H 6.620 -4.771 4.095
H 6.685 -6.365 4.849
H 4.347 -5.833 4.455
H 4.774 -7.006 3.238
C -0.158 -4.445 -1.314
C -1.382 -3.542 -1.300
C -2.760 -4.287 -1.432
C -2.951 -5.133 -2.594
N -3.187 -5.827 -3.522
H 0.749 -3.843 -1.262
H -0.082 -5.127 -2.160
H -0.168 -5.086 -0.432
H -1.384 -2.960 -2.221
H -1.375 -2.896 -0.422
H -3.528 -3.516 -1.502
H -2.824 -4.867 -0.511
C 0.514 -0.697 0.575
C 0.108 0.752 0.388
C -1.417 0.984 0.132
C -1.944 0.129 -0.876
N -2.422 -0.564 -1.637
H -0.075 -1.095 1.402
H 1.570 -0.881 0.772
H 0.327 -1.383 -0.250
H 0.700 1.243 -0.385
H 0.328 1.377 1.254
H -1.689 2.006 -0.131
H -2.016 0.669 0.986
C -4.853 3.002 -5.506
C -5.281 1.989 -4.487
C -4.119 1.397 -3.623
C -3.175 2.421 -3.157
N -2.457 3.252 -2.818
H -4.362 3.878 -5.081
H -5.702 3.321 -6.110
H -4.133 2.535 -6.178
H -5.754 1.130 -4.962
H -6.020 2.411 -3.807
H -3.443 0.800 -4.235
H -4.487 0.782 -2.802
C 2.090 5.798 -4.599
C 3.242 5.016 -3.926
C 4.630 5.192 -4.564
C 5.025 6.613 -4.834
N 5.286 7.743 -5.009
H 1.493 5.198 -5.286
H 2.425 6.685 -5.138
H 1.331 6.164 -3.908
H 2.992 3.964 -3.789
H 3.216 5.453 -2.928
H 4.619 4.696 -5.534
H 5.365 4.614 -4.004
C 6.513 -0.116 2.743
C 6.120 -1.532 2.237
C 7.143 -2.210 1.362
C 7.374 -1.518 0.050
N 7.597 -0.997 -0.962
H 5.726 0.423 3.270
H 6.831 0.576 1.964
H 7.357 -0.172 3.431
H 5.200 -1.552 1.653
H 5.916 -2.226 3.053
H 6.768 -3.218 1.186
H 8.129 -2.208 1.827
C -5.343 5.198 -2.089
C -5.872 6.624 -1.943
C -7.224 6.731 -2.748
C -7.127 6.502 -4.235
N -7.110 6.341 -5.380
H -6.055 4.443 -1.754
H -4.346 5.057 -1.672
H -5.279 4.985 -3.156
H -5.289 7.408 -2.426
H -6.090 6.839 -0.897
H -7.655 7.728 -2.649
H -8.008 6.085 -2.354
C -3.435 -2.345 4.164
C -4.003 -1.466 3.003
C -3.755 -2.036 1.624
C -4.405 -3.332 1.360
N -4.867 -4.387 1.167
H -4.230 -3.060 4.373
H -3.256 -1.751 5.060
H -2.529 -2.841 3.818
H -3.603 -0.454 3.051
H -5.082 -1.326 3.064
H -2.694 -2.276 1.546
H -4.094 -1.368 0.832
```

- F_max: 0.098 Eh/bohr
- Net charge: 0
- Energy above the lowest of the compared OMol25 structures with the same formula, charge and spin: 13.2 kcal/mol
- Energy: -4438.5999 Eh
- Kohn-Sham gap: 11.015 eV
- 2S+1: 1